[1]
152
Properties=species:S:1:pos:R:3 method="wB97M-V/def2-TZVPD" spin_multiplicity=1 charge=-1
Hg -13.7349 20.5508 2.0214
Hg -11.7942 23.1719 -0.1131
C -16.4237 19.0995 1.9702
C -16.1645 18.2930 3.2334
C -16.2594 16.8308 2.7924
C -15.6988 15.8613 3.8120
C -14.2198 16.1557 4.0917
C -14.0529 17.6167 4.5245
N -14.7701 18.5372 3.6640
O -14.5382 19.9122 4.0339
C -12.5430 17.8877 4.3416
C -14.3557 17.7639 6.0120
C -17.1636 18.6357 4.3237
H -17.2334 18.5788 1.4400
H -15.5774 19.0453 1.2694
H -16.7362 20.1437 2.0166
H -15.7109 16.7096 1.8550
H -17.3243 16.6064 2.6684
H -15.7342 14.8751 3.3335
H -16.3086 15.8357 4.7152
H -13.6307 15.8390 3.2330
H -14.0416 15.4992 4.9481
H -12.3023 18.7937 4.8963
H -12.3969 18.1660 3.2935
H -11.9165 17.0474 4.6239
H -15.3812 17.4447 6.2405
H -14.3478 18.8199 6.2908
H -13.7318 17.1664 6.6780
H -17.1177 19.6809 4.6437
H -16.8686 18.0966 5.2232
H -18.2158 18.4759 4.0752
C -12.4989 26.5644 -0.3146
C -13.6780 26.2215 -1.2035
C -14.0402 27.5995 -1.7715
C -15.0556 27.4858 -2.9106
C -14.5253 26.5497 -3.9880
C -14.1865 25.1780 -3.4123
N -13.3354 25.3541 -2.2706
O -12.7073 24.1851 -1.8879
C -13.4113 24.4614 -4.5250
C -15.5013 24.3938 -3.2748
C -14.8329 25.7479 -0.3256
H -12.6613 27.4193 0.3585
H -11.6172 26.8649 -0.8826
H -12.2370 25.7698 0.3939
H -13.1970 28.0363 -2.3225
H -14.4147 28.3397 -1.0623
H -15.2359 28.4424 -3.4168
H -16.0363 27.1889 -2.5198
H -13.7676 26.9900 -4.6364
H -15.3969 26.4844 -4.6582
H -13.0135 23.4758 -4.2831
H -12.6266 25.1100 -4.9269
H -14.0324 24.2534 -5.4084
H -16.2961 24.9344 -2.7353
H -15.4161 23.4804 -2.6871
H -15.9770 24.1730 -4.2327
H -15.0324 26.4215 0.5108
H -14.6649 24.7392 0.0608
H -15.7664 25.6820 -0.8959
C -13.5974 21.0422 -2.6752
C -14.2324 20.5526 -1.3606
C -15.3050 19.5418 -1.7212
C -14.7726 18.2163 -2.2171
C -13.7583 17.6495 -1.2355
C -12.7256 18.6569 -0.7007
N -13.3469 19.9201 -0.3836
O -12.4068 20.8240 0.2253
C -11.5803 18.7124 -1.7131
C -12.1595 18.0452 0.5839
C -14.9343 21.7272 -0.6989
H -13.2533 20.2357 -3.3168
H -12.6496 21.5246 -2.3894
H -14.1750 21.8483 -3.1084
H -16.0266 19.9248 -2.4549
H -15.9609 19.3736 -0.8533
H -14.2932 18.3265 -3.1922
H -15.5792 17.4811 -2.2719
H -13.2147 16.8153 -1.6976
H -14.2454 17.1252 -0.4038
H -11.8751 18.8287 -2.7610
H -10.9927 17.7909 -1.7226
H -10.9002 19.5370 -1.4875
H -12.9443 17.4695 1.0848
H -11.6744 18.7864 1.2178
H -11.4046 17.2766 0.3887
H -15.6232 22.0854 -1.4745
H -14.3438 22.5907 -0.4208
H -15.6271 21.3213 0.0499
C -15.6577 23.3957 2.7398
C -14.5024 24.0014 3.5313
C -14.9582 23.9320 4.9878
C -13.8639 24.2411 6.0041
C -12.7441 23.2294 5.8080
C -12.2028 23.2371 4.3512
N -13.3188 23.1529 3.4205
O -12.9057 22.9493 2.0690
C -11.4280 21.9456 4.3171
C -11.4100 24.5165 4.1829
C -14.3690 25.4370 3.0342
H -16.6153 23.8682 2.9576
H -15.7933 22.3297 2.9773
H -15.4313 23.4022 1.6735
H -15.3025 22.9133 5.2007
H -15.8053 24.6106 5.1332
H -14.3389 24.1771 6.9878
H -13.5443 25.2757 5.8408
H -13.1216 22.2546 6.1187
H -11.9436 23.5325 6.4929
H -12.0029 21.0270 4.3636
H -10.5855 21.9627 5.0125
H -10.9314 21.7645 3.3422
H -11.0980 24.7195 3.1635
H -10.5127 24.7116 4.7827
H -12.0909 25.3197 4.4493
H -15.1029 26.1783 3.3813
H -14.3221 25.4757 1.9487
H -13.4802 25.9889 3.3619
C -9.7113 24.7855 1.5148
C -8.7129 24.0101 0.6380
C -8.2969 22.8134 1.5137
C -7.4414 21.8450 0.7123
C -8.2310 21.3526 -0.4804
C -8.6867 22.4451 -1.4582
N -9.2548 23.5525 -0.6247
O -9.9122 24.5675 -1.3301
C -9.8526 21.9402 -2.2799
C -7.5145 22.9677 -2.2463
C -7.4729 24.9131 0.4535
H -10.6642 24.2627 1.6158
H -9.7935 25.7490 1.0062
H -9.2691 24.9125 2.5026
H -9.1058 22.2910 2.0356
H -7.6529 23.2004 2.3158
H -7.0921 21.0353 1.3535
H -6.6262 22.4405 0.2940
H -9.0808 20.6674 -0.3541
H -7.5698 20.6521 -1.0275
H -9.4760 21.0113 -2.7271
H -10.1603 22.6806 -3.0134
H -10.6936 21.7149 -1.6275
H -7.2788 22.2808 -3.0808
H -6.5667 23.1370 -1.7451
H -7.7700 23.8492 -2.8452
H -7.7629 25.9127 0.1184
H -6.7543 24.5799 -0.2897
H -6.9648 25.0311 1.4156
C -19.6272 23.9397 -2.3331
Br -19.8490 23.7779 -4.2687
Br -19.2461 25.7352 -1.7163
Br -18.3044 22.7395 -1.6568
H -20.6043 23.6895 -1.9596

[2]
169
Properties=species:S:1:pos:R:3 method="wB97M-V/def2-TZVPD" spin_multiplicity=1 charge=0 smiles="CC[C@@H](C)[C@](CCC(C)C)(O[C@H](CCCCS(=O)(=O)O)P(=N)(O)O)[C@](CC(=O)O)(C[C@H](C)F)OCB(N)O.CCOC(C)=O.CCOC(C)=O.CCOC(C)=O.CCOC(C)=O.CCOC(C)=O.CCOC(C)=O"
C 3.8884 2.6596 4.0923
C 3.5821 1.4920 3.1499
C 2.8773 1.8889 1.8193
C 3.8872 1.6558 0.6869
C 1.4548 1.3469 1.6408
C 0.6303 1.7102 2.8943
C 0.3509 3.1909 3.2273
C 0.4441 3.5425 4.7393
C -0.9675 3.7618 5.2868
C 1.2107 4.8594 4.9653
O 1.3147 -0.0831 1.5644
C 2.3620 -0.9773 1.6074
C 3.0042 -1.3790 0.2750
C 4.3960 -2.0178 0.4584
C 5.4081 -1.5757 -0.5913
C 5.0778 -2.1237 -2.0026
S 5.0352 -0.8132 -3.1910
O 6.1895 0.0021 -3.0106
O 4.8022 -1.3778 -4.4862
O 3.7713 0.0494 -2.7655
P 1.5140 -2.5123 2.2284
N 0.3552 -2.8661 1.2492
O 0.9125 -2.1575 3.6532
O 2.5696 -3.7115 2.3781
C 0.7131 1.8227 0.3367
C 0.9957 3.3196 0.0158
C 0.5676 3.6384 -1.4089
O -0.5053 4.1969 -1.6817
O 1.4491 3.3187 -2.3906
C -0.8165 1.7154 0.4469
C -1.5052 0.4167 0.8878
C -2.5278 -0.1140 -0.1160
F -2.2236 0.6732 2.0647
O 1.3161 1.1668 -0.7835
C 0.6184 0.1131 -1.4426
B -0.2359 0.5855 -2.7305
N 0.1836 0.1967 -4.1052
O -1.3849 1.3292 -2.6409
H 3.9141 3.6107 3.5734
H 3.2255 2.6903 4.9463
H 4.8832 2.5187 4.5068
H 4.5468 1.0616 2.8927
H 3.0572 0.7018 3.6741
H 2.7985 2.9660 1.8868
H 4.3113 0.6612 0.7106
H 4.7312 2.3163 0.8881
H 3.5334 1.9185 -0.3020
H 1.0850 1.2449 3.7620
H -0.3277 1.2141 2.8257
H 0.9443 3.9184 2.6861
H -0.6841 3.3916 2.9628
H 0.8912 2.7257 5.2964
H -1.4931 4.5021 4.6906
H -0.9138 4.1670 6.2958
H -1.5538 2.8471 5.3125
H 0.5379 5.7047 4.9236
H 1.7255 4.7842 5.9167
H 1.9564 5.0121 4.1926
H 3.1907 -0.7928 2.2978
H 2.3519 -2.0651 -0.2564
H 3.1377 -0.5005 -0.3459
H 4.3120 -3.1003 0.4250
H 4.8225 -1.7682 1.4318
H 6.3649 -2.0002 -0.2974
H 5.5612 -0.5033 -0.5868
H 5.8587 -2.7897 -2.3371
H 4.1129 -2.6154 -1.9653
H 3.1924 0.0879 -3.5403
H 0.4313 -3.8021 0.8724
H -0.0288 -2.4027 3.5935
H 3.3631 -3.4587 2.8637
H 0.4230 3.9913 0.6333
H 2.0600 3.5304 0.0533
H 2.0761 2.6741 -2.0397
H -1.1192 2.4680 1.1639
H -1.2720 2.0431 -0.4802
H -0.8378 -0.4107 1.1026
H -2.0690 -0.7951 -0.8231
H -3.2499 -0.7006 0.4442
H -3.0601 0.6892 -0.6162
H 0.0605 -0.5510 -0.7837
H 1.3891 -0.5397 -1.8440
H 0.4426 -0.7869 -4.1023
H 0.9955 0.7177 -4.4194
H -2.1661 0.7704 -2.6481
C 4.2582 -3.0669 -7.1833
C 4.2582 -3.8133 -8.5007
O 5.1091 -4.9625 -8.4669
C 4.7102 -6.1569 -7.9937
C 3.3996 -6.2579 -7.2445
O 5.4308 -7.1044 -8.1279
H 3.8674 -3.6807 -6.3719
H 3.6504 -2.1650 -7.2519
H 5.2717 -2.7797 -6.9088
H 3.2525 -4.0908 -8.8214
H 4.6715 -3.1805 -9.2841
H 3.6015 -6.1732 -6.1779
H 2.9725 -7.2372 -7.4446
H 2.6616 -5.5121 -7.5292
C -3.4009 5.5769 -2.3269
C -4.7947 5.6932 -1.7474
O -4.8414 6.5916 -0.6343
C -4.9797 7.9216 -0.7694
C -4.8446 8.5465 -2.1402
O -5.1513 8.5899 0.2110
H -3.0494 6.5301 -2.7233
H -3.3785 4.8423 -3.1321
H -2.6944 5.2665 -1.5607
H -5.5368 5.9744 -2.4974
H -5.1083 4.7312 -1.3451
H -3.8171 8.8826 -2.2692
H -5.5047 9.4092 -2.1835
H -5.1106 7.8862 -2.9618
C -2.5342 -6.3989 2.2531
C -2.5809 -5.8517 3.6634
O -2.1275 -4.4972 3.7317
C -2.9228 -3.4415 3.4865
C -4.2883 -3.6582 2.8811
O -2.4937 -2.3412 3.6958
H -3.1967 -5.8524 1.5839
H -2.8294 -7.4474 2.2365
H -1.5249 -6.3128 1.8499
H -3.5715 -5.9475 4.1111
H -1.8962 -6.4089 4.3010
H -4.2072 -3.5492 1.8005
H -4.9527 -2.8876 3.2638
H -4.7330 -4.6231 3.1116
C -6.2046 -0.1712 -4.5281
C -4.7461 -0.2625 -4.9257
O -3.9571 -0.9014 -3.9178
C -3.8165 -2.2347 -3.8028
C -4.7236 -3.1498 -4.5907
O -3.0080 -2.6573 -3.0254
H -6.6527 -1.1576 -4.4070
H -6.7715 0.3727 -5.2837
H -6.3025 0.3492 -3.5756
H -4.6078 -0.7526 -5.8901
H -4.3266 0.7375 -5.0190
H -5.5690 -3.4263 -3.9624
H -4.1631 -4.0471 -4.8394
H -5.0916 -2.7227 -5.5205
C -1.7874 -10.7382 -1.9816
C -2.0289 -10.4762 -0.5098
O -2.7262 -9.2479 -0.2915
C -4.0682 -9.1418 -0.3438
C -4.8854 -10.2930 -0.8848
O -4.5757 -8.1087 -0.0121
H -2.7230 -10.8482 -2.5301
H -1.2020 -11.6478 -2.1161
H -1.2454 -9.9042 -2.4267
H -2.5442 -11.3041 -0.0206
H -1.0769 -10.3540 0.0037
H -5.0715 -10.1199 -1.9436
H -5.8366 -10.3070 -0.3593
H -4.4246 -11.2694 -0.7570
C 1.7738 10.9578 7.2334
C 2.0240 10.2861 5.8992
O 2.9285 9.1864 6.0139
C 2.5370 7.9442 6.3607
C 1.1377 7.7262 6.8884
O 3.3337 7.0517 6.2952
H 1.2989 10.2799 7.9426
H 1.1302 11.8286 7.1074
H 2.7171 11.2806 7.6734
H 1.0986 9.9751 5.4125
H 2.5137 10.9835 5.2219
H 1.1626 7.7583 7.9769
H 0.8013 6.7459 6.5690
H 0.4081 8.4471 6.5255

[3]
166
Properties=species:S:1:pos:R:3 method="wB97M-V/def2-TZVPD" spin_multiplicity=1 relative_energy_kcal_mol=0.0 charge=+3
C 3.7464 -1.8925 3.4789
C 3.5973 -0.5182 2.8667
C 4.5359 0.4745 3.4945
N 4.3531 1.9872 3.1275
C 5.6130 2.7326 3.6314
C 5.4334 4.2495 3.4831
C 4.1587 4.7587 4.2263
C 2.8781 4.0079 3.9117
C 3.1863 2.5147 4.0206
C 4.0180 2.2096 1.6190
H 3.2377 -2.6840 2.9287
H 3.5849 -1.8593 4.5564
H 4.7851 -2.2217 3.4494
H 2.5282 -0.3387 2.9799
H 3.8115 -0.6132 1.8022
H 5.5891 0.2866 3.2861
H 4.4272 0.4149 4.5774
H 5.9449 2.5374 4.6511
H 6.4742 2.4617 3.0205
H 6.3560 4.5532 3.9778
H 5.4577 4.6294 2.4618
H 4.4251 4.5733 5.2669
H 4.0994 5.8464 4.1885
H 2.0309 4.2525 4.5524
H 2.6699 4.3392 2.8943
H 3.4064 2.2937 5.0650
H 2.3310 1.8696 3.8194
H 4.0599 3.2297 1.2374
H 2.9714 1.9082 1.5768
H 4.7235 1.6447 1.0098
C -0.2991 -1.9559 3.9718
C -1.2266 -0.7472 3.6518
C -0.7888 0.6305 4.3358
N -1.6013 1.9387 4.0296
C -3.1260 1.7171 4.1654
C -3.9419 3.0707 4.2006
C -3.3822 3.9538 5.3038
C -1.9484 4.3131 5.0686
C -1.0302 3.0175 5.0189
C -1.4165 2.3694 2.6032
H 0.0144 -1.7162 4.9879
H 0.6080 -2.1308 3.3932
H -0.7271 -2.9579 3.9427
H -2.2946 -0.9019 3.8052
H -1.0681 -0.6161 2.5813
H 0.2176 0.9175 4.0310
H -0.7939 0.5331 5.4214
H -3.3584 1.0969 5.0311
H -3.4341 1.0774 3.3384
H -4.9704 2.8556 4.4906
H -3.9689 3.5304 3.2127
H -3.5041 3.4316 6.2528
H -3.9728 4.8644 5.4042
H -1.5335 4.9907 5.8148
H -1.8648 4.8143 4.1042
H -0.9202 2.5796 6.0110
H -0.0907 3.4492 4.6740
H -1.7129 1.5597 1.9364
H -0.4056 2.6756 2.3339
H -2.0276 3.2367 2.3532
C 5.4874 -2.1335 -4.2536
C 5.2996 -3.1235 -3.0881
C 3.7289 -3.2642 -2.7064
N 3.3465 -4.1845 -1.4960
C 1.7774 -4.2330 -1.3753
C 1.3207 -5.4205 -0.4038
C 1.9175 -6.8218 -0.7302
C 3.4195 -6.5627 -0.7975
C 3.9299 -5.5962 -1.8065
C 4.0053 -3.6607 -0.1153
H 6.5230 -2.0291 -4.5774
H 5.3463 -1.0802 -4.0111
H 4.9004 -2.3064 -5.1555
H 5.8785 -2.7621 -2.2382
H 5.7442 -4.0673 -3.4038
H 3.1581 -3.6454 -3.5532
H 3.3047 -2.3246 -2.3525
H 1.3604 -4.2838 -2.3811
H 1.5416 -3.2365 -1.0018
H 0.2391 -5.5192 -0.4960
H 1.4919 -5.2239 0.6545
H 1.3646 -7.3504 -1.5067
H 1.7073 -7.4500 0.1355
H 3.9307 -7.4906 -1.0541
H 3.8717 -6.4167 0.1835
H 3.5855 -5.8242 -2.8153
H 5.0141 -5.4872 -1.8320
H 5.0797 -3.8374 -0.1649
H 3.5836 -4.2141 0.7238
H 3.6179 -2.6536 0.0385
C -3.1004 -3.2253 -7.8198
C -3.8084 -3.3290 -6.4191
C -2.8000 -3.3008 -5.2855
N -3.4173 -3.3342 -3.8800
C -4.4076 -2.1456 -3.6231
C -4.7990 -2.0587 -2.1630
C -3.5784 -1.8164 -1.3056
C -2.5874 -2.9886 -1.4381
C -2.2152 -3.2614 -2.8909
C -4.1282 -4.6838 -3.6774
H -3.7798 -3.7070 -8.5229
H -2.3187 -3.9845 -7.8468
H -2.9000 -2.2064 -8.1509
H -4.3669 -4.2649 -6.4329
H -4.4437 -2.4469 -6.3388
H -2.2837 -2.3410 -5.3072
H -2.1604 -4.1818 -5.2333
H -3.8830 -1.2661 -3.9965
H -5.2773 -2.4562 -4.2021
H -5.5146 -1.2555 -1.9869
H -5.3504 -2.9520 -1.8698
H -3.1131 -0.8953 -1.6568
H -3.7866 -1.6138 -0.2550
H -1.6976 -2.8497 -0.8240
H -2.9797 -3.8645 -0.9213
H -1.5703 -2.4141 -3.1240
H -1.6613 -4.1962 -2.8049
H -3.3999 -5.4722 -3.8671
H -5.0444 -4.8093 -4.2543
H -4.4922 -4.6779 -2.6499
C -8.1584 4.4887 -0.8491
C -6.6238 4.5473 -0.7441
C -5.9310 3.3989 -1.5745
N -4.4189 3.5521 -1.8313
C -3.7659 4.0379 -0.5311
C -2.1624 4.0543 -0.5456
C -1.5513 2.7612 -1.0281
C -2.1469 2.2859 -2.3421
C -3.6974 2.1905 -2.2573
C -4.2147 4.6359 -2.8836
H -8.4828 3.4482 -0.8630
H -8.3791 5.0236 -1.7728
H -8.6930 4.9996 -0.0483
H -6.3773 4.5200 0.3173
H -6.3417 5.4871 -1.2189
H -6.3936 3.1208 -2.5215
H -5.9903 2.4811 -0.9894
H -4.1285 3.3518 0.2343
H -3.9989 5.0479 -0.1939
H -1.8028 4.2339 0.4676
H -1.7780 4.9538 -1.0266
H -1.6727 1.9349 -0.3277
H -0.4680 2.8756 -0.9878
H -1.6788 1.4252 -2.8198
H -1.9575 2.9693 -3.1699
H -3.9997 1.3987 -1.5719
H -4.0959 2.0153 -3.2566
H -4.5563 4.2301 -3.8359
H -3.1674 4.8942 -3.0404
H -4.6802 5.5688 -2.5659
C 6.2714 0.0597 -1.1474
F 5.7572 -0.5847 -0.0917
F 7.2810 -0.6390 -1.6319
F 5.3060 0.2550 -2.0630
S 7.0543 1.7202 -0.6534
O 8.3015 1.8676 -1.4482
O 6.0604 2.7701 -0.9372
O 7.2135 1.6202 0.7668
C 1.2502 -0.0950 -1.5370
F 0.7292 -1.1083 -2.1973
F 2.6387 -0.0719 -1.6323
F 0.7328 1.0047 -2.0513
S 0.6596 -0.4184 0.2448
O 1.3511 -1.6250 0.7478
O 1.0359 0.7925 1.0342
O -0.8056 -0.5232 0.0724

Ordered LUMO results: 1.6, 0.2, -6.1; unit eV.
Ordered Kohn-Sham gap results: 4.62, 8.79, 6.37; unit eV.